Entry 1:
DFT (ωB97M-V/def2-TZVPD) results for a cluster of 2 separate species, C10H19I in total in a non-equilibrium geometry.

Values from the calculation:
F_max, hartree/bohr: 0.0706
Orbital gap, eV: 9.59
E_HOMO, eV: -9.1
Spin multiplicity: 1
SMILES: CC(C)(C)C1CC1.C=C(C)I
Total charge: 0

Each line ends with the natural charge from an NBO analysis.
CARTESIAN COORDINATES (ANGSTROEM)
C: -2.40 0.00 3.17  -0.613
C: -0.96 0.31 2.36  0.020
C: -1.11 1.81 1.88  -0.630
C: 0.08 0.15 3.40  -0.636
C: -0.94 -0.70 1.22  -0.235
C: 0.36 -1.38 0.73  -0.425
C: -0.75 -2.11 1.51  -0.425
H: -2.43 -1.01 3.65  0.210
H: -3.21 0.08 2.48  0.198
H: -2.43 0.88 3.79  0.201
H: -1.23 2.34 2.76  0.202
H: -0.16 2.17 1.62  0.216
H: -2.07 1.98 1.31  0.213
H: -0.17 0.72 4.31  0.214
H: 1.09 0.40 3.15  0.207
H: 0.05 -0.94 3.48  0.211
H: -1.53 -0.25 0.41  0.218
H: 1.30 -1.28 1.21  0.216
H: 0.38 -1.60 -0.29  0.216
H: -1.46 -2.77 1.11  0.214
H: -0.57 -2.42 2.49  0.207
C: 0.79 0.39 -2.00  -0.413
C: 0.24 -0.31 -2.99  -0.121
C: -1.22 -0.62 -2.84  -0.684
I: 1.46 -1.40 -4.38  0.116
H: 0.20 0.80 -1.25  0.203
H: 1.90 0.58 -1.92  0.213
H: -1.41 -1.69 -2.37  0.221
H: -1.66 -0.02 -2.00  0.231
H: -1.74 -0.71 -3.82  0.234

***

Entry 2:
DFT (ωB97M-V/def2-TZVPD) results for a cluster of 11 separate species, C33H77N11O11 in total in a non-equilibrium geometry.

Values from the calculation:
F_max, hartree/bohr: 0.0870
Orbital gap, eV: 9.35
E_HOMO, eV: -9.1
Spin multiplicity: 1
SMILES: CN(C)C=O.CN(C)C=O.CN(C)C=O.CN(C)C=O.CN(C)C=O.CN(C)C=O.CN(C)C=O.CN(C)C=O.CN(C)C=O.CN(C)C=O.CN(C)C=O
ΔE to the lowest compared entry with this formula, charge and spin, eV: 12.544
Total charge: 0

Each line ends with the Mulliken charge.
CARTESIAN COORDINATES (ANGSTROEM)
C: 9.73 -3.80 4.13  -0.819
N: 9.36 -2.53 4.74  0.086
C: 8.19 -2.53 5.59  -1.044
C: 9.77 -1.29 4.31  0.085
O: 10.55 -1.07 3.39  -0.577
H: 9.49 -4.64 4.79  0.294
H: 10.78 -3.83 3.87  0.292
H: 9.19 -3.84 3.19  0.322
H: 7.84 -3.40 6.14  0.316
H: 8.42 -1.91 6.46  0.384
H: 7.19 -2.15 5.36  0.366
H: 9.34 -0.53 4.99  0.294
C: 1.75 7.50 -7.56  -0.966
N: 1.08 6.26 -7.42  0.071
C: 1.80 5.21 -6.68  -0.883
C: -0.25 6.18 -7.59  0.136
O: -0.92 5.31 -7.09  -0.585
H: 2.45 7.27 -8.36  0.354
H: 2.19 7.82 -6.61  0.301
H: 1.09 8.24 -8.01  0.343
H: 1.69 5.28 -5.60  0.288
H: 1.49 4.25 -7.10  0.311
H: 2.85 5.33 -6.93  0.355
H: -0.51 6.93 -8.35  0.272
C: 2.27 -1.21 10.90  -0.912
N: 1.81 0.13 10.52  0.089
C: 2.15 0.58 9.15  -0.825
C: 1.21 0.95 11.46  0.179
O: 1.17 0.61 12.69  -0.623
H: 2.28 -1.41 11.97  0.290
H: 3.29 -1.45 10.60  0.316
H: 1.62 -1.89 10.36  0.321
H: 3.23 0.76 9.06  0.286
H: 1.85 -0.22 8.47  0.299
H: 1.59 1.48 8.90  0.291
H: 0.78 1.88 11.06  0.291
C: -1.45 0.32 -0.92  -0.807
N: -0.08 -0.06 -0.41  0.073
C: 0.74 -0.74 -1.30  -0.950
C: 0.42 0.39 0.77  0.165
O: 1.50 0.03 1.25  -0.602
H: -2.06 -0.56 -1.14  0.298
H: -1.36 0.78 -1.91  0.361
H: -1.88 1.03 -0.22  0.248
H: 1.35 -0.06 -1.89  0.281
H: 1.33 -1.48 -0.77  0.328
H: 0.01 -1.29 -1.91  0.354
H: -0.25 1.11 1.26  0.252
C: -4.12 7.02 6.52  -0.937
N: -4.55 7.01 7.93  0.041
C: -5.86 6.45 8.26  -0.817
C: -3.56 7.24 8.89  0.077
O: -2.34 7.12 8.66  -0.577
H: -3.70 7.88 6.01  0.327
H: -5.01 7.13 5.90  0.324
H: -3.55 6.11 6.31  0.297
H: -6.41 6.72 9.15  0.337
H: -6.43 6.87 7.43  0.291
H: -5.91 5.37 8.19  0.318
H: -4.05 7.22 9.88  0.319
C: -2.64 -10.05 -3.03  -0.875
N: -1.69 -9.47 -2.16  0.096
C: -1.29 -8.05 -2.30  -0.841
C: -1.11 -10.08 -1.14  0.145
O: -1.07 -11.30 -1.10  -0.612
H: -3.52 -9.41 -2.97  0.294
H: -2.80 -11.10 -2.79  0.314
H: -2.29 -9.84 -4.04  0.316
H: -0.72 -7.80 -3.20  0.297
H: -2.23 -7.57 -2.57  0.279
H: -0.77 -7.63 -1.44  0.286
H: -0.62 -9.57 -0.29  0.301
C: 11.04 -3.60 -5.38  -0.923
N: 10.43 -2.27 -5.42  0.065
C: 11.12 -1.37 -6.37  -0.913
C: 9.32 -1.92 -4.70  0.150
O: 8.70 -0.89 -4.92  -0.588
H: 11.40 -3.92 -6.36  0.308
H: 10.35 -4.39 -5.09  0.339
H: 11.88 -3.67 -4.68  0.304
H: 12.13 -1.30 -5.96  0.314
H: 11.05 -1.85 -7.34  0.320
H: 10.54 -0.46 -6.44  0.312
H: 8.95 -2.67 -3.98  0.314
C: -10.55 -7.22 -1.03  -0.945
N: -9.97 -5.85 -1.39  0.034
C: -8.51 -5.80 -1.46  -0.964
C: -10.75 -4.73 -1.39  0.120
O: -10.23 -3.70 -1.65  -0.555
H: -11.04 -7.29 -0.06  0.285
H: -9.87 -8.06 -1.14  0.336
H: -11.34 -7.21 -1.78  0.356
H: -8.08 -4.80 -1.54  0.330
H: -7.95 -6.35 -0.70  0.330
H: -8.22 -6.31 -2.38  0.343
H: -11.82 -4.96 -1.22  0.330
C: -3.54 10.02 -3.50  -0.922
N: -2.77 9.66 -2.35  0.067
C: -1.92 10.66 -1.81  -0.887
C: -2.58 8.33 -2.17  0.226
O: -1.72 7.90 -1.34  -0.627
H: -4.16 10.89 -3.27  0.308
H: -4.24 9.20 -3.68  0.333
H: -2.93 10.26 -4.38  0.301
H: -2.52 11.52 -1.53  0.300
H: -1.40 10.33 -0.91  0.298
H: -1.17 10.92 -2.56  0.327
H: -3.26 7.72 -2.79  0.276
C: -10.31 7.52 -1.25  -0.959
N: -10.30 6.26 -0.51  0.073
C: -9.29 5.24 -0.85  -0.940
C: -11.12 6.07 0.58  0.107
O: -10.97 5.18 1.35  -0.533
H: -10.93 8.38 -1.01  0.312
H: -10.51 7.41 -2.31  0.341
H: -9.32 7.98 -1.18  0.358
H: -8.74 4.87 0.02  0.322
H: -9.68 4.37 -1.37  0.293
H: -8.55 5.63 -1.55  0.344
H: -11.71 6.97 0.82  0.282
C: 5.74 -8.20 -3.86  -0.845
N: 6.35 -8.74 -2.65  0.033
C: 6.99 -10.05 -2.84  -0.915
C: 6.05 -8.25 -1.40  0.134
O: 6.23 -8.89 -0.37  -0.575
H: 6.44 -8.05 -4.68  0.254
H: 5.31 -7.20 -3.77  0.304
H: 4.97 -8.93 -4.09  0.343
H: 6.34 -10.87 -3.15  0.301
H: 7.74 -9.75 -3.58  0.358
H: 7.58 -10.43 -2.00  0.294
H: 5.47 -7.32 -1.39  0.312

***

Entry 3:
DFT (ωB97M-V/def2-TZVPD) results for the molecule C6H10O.

Values from the calculation:
F_max, hartree/bohr: 0.0150
Orbital gap, eV: 10.52
E_HOMO, eV: -9.4
Spin multiplicity: 1
SMILES: C[C@H]1O[C@H]2CC[C@H]21
ΔE to the lowest compared entry with this formula, charge and spin, eV: 1.343
Total charge: 0

Each line ends with the natural charge from an NBO analysis.
CARTESIAN COORDINATES (ANGSTROEM)
C: -0.34 0.63 -1.99  -0.634
C: -0.16 1.11 -0.57  0.115
O: -1.28 0.82 0.28  -0.539
C: -0.43 0.34 1.33  0.112
C: -0.38 -1.19 1.39  -0.427
C: 0.78 -1.16 0.35  -0.409
C: 0.82 0.38 0.39  -0.266
H: -0.50 -0.46 -2.01  0.208
H: -1.20 1.11 -2.46  0.222
H: 0.56 0.86 -2.57  0.213
H: 0.01 2.20 -0.56  0.168
H: -0.56 0.91 2.26  0.179
H: -1.31 -1.69 1.08  0.218
H: -0.05 -1.56 2.37  0.206
H: 1.71 -1.59 0.73  0.211
H: 0.57 -1.62 -0.63  0.207
H: 1.77 0.87 0.61  0.213